[1]
{
  "formula": "C35H43N7O2SSn",
  "method": "ωB97M-V/def2-TZVPD",
  "species": ["Sn", "C", "C", "C", "C", "C", "C", "C", "C", "N", "C", "C", "C", "C", "N", "C", "C", "C", "C", "C", "C", "C", "C", "H", "H", "H", "H", "H", "H", "H", "H", "H", "H", "H", "H", "H", "H", "H", "H", "H", "H", "H", "H", "H", "H", "H", "H", "O", "C", "O", "C", "C", "C", "C", "C", "C", "S", "H", "H", "H", "H", "C", "C", "C", "N", "H", "H", "H", "H", "H", "C", "C", "C", "C", "N", "C", "N", "N", "N", "H", "H", "H", "H", "H", "H", "H", "H", "H", "H"],
  "xyz": [[0.351582, 0.000598, -0.077871], [2.240978, 1.704685, 3.243394], [1.588257, 2.841241, 2.513329], [2.214635, 4.068828, 2.357269], [1.579524, 5.109341, 1.702210], [0.313577, 4.931013, 1.173157], [-0.334109, 3.710358, 1.285027], [-1.681565, 3.470907, 0.678061], [0.305044, 2.680727, 1.980479], [-0.288125, 1.407314, 2.005067], [-1.005903, 0.963468, 2.960262], [-1.362111, 1.736037, 4.180746], [-1.499096, -0.431913, 2.822591], [-2.490628, -0.948225, 3.802918], [-0.991794, -1.113508, 1.871713], [-1.329257, -2.440974, 1.569362], [-2.513109, -2.766912, 0.902835], [-3.536713, -1.729951, 0.550471], [-2.721741, -4.091893, 0.539495], [-1.799720, -5.072184, 0.847754], [-0.632141, -4.736320, 1.511523], [-0.376321, -3.423562, 1.868872], [0.840301, -3.041289, 2.651640], [3.284262, 1.928873, 3.448240], [2.179156, 0.777269, 2.660279], [1.739871, 1.533209, 4.196511], [3.208198, 4.208969, 2.756175], [2.075446, 6.060863, 1.600344], [-0.184373, 5.748416, 0.673917], [-1.924180, 4.255360, -0.033666], [-2.457690, 3.448770, 1.443428], [-1.687755, 2.503595, 0.160670], [-0.928879, 2.732844, 4.148020], [-1.005509, 1.223262, 5.072841], [-2.443255, 1.825163, 4.273744], [-2.100582, -0.872548, 4.817031], [-2.726565, -1.987081, 3.588588], [-3.408711, -0.365354, 3.764770], [-3.231733, -0.735330, 0.867123], [-4.495339, -1.968685, 1.008366], [-3.689560, -1.717539, -0.526669], [-3.633324, -4.355140, 0.026069], [-1.994570, -6.098713, 0.582195], [0.082040, -5.502494, 1.770528], [1.565735, -3.848790, 2.656054], [0.561060, -2.829028, 3.684236], [1.300264, -2.140558, 2.232388], [1.161260, 2.253954, -1.035867], [2.347839, 2.420983, -0.792270], [3.047954, 1.356845, -0.325056], [3.171830, 3.583262, -0.909756], [2.800571, 4.865884, -1.321869], [3.755436, 5.855513, -1.332268], [5.075701, 5.574842, -0.967158], [5.464036, 4.312486, -0.562309], [4.497144, 3.318215, -0.527479], [4.666238, 1.662603, -0.043330], [1.782012, 5.037418, -1.627189], [3.495469, 6.856069, -1.638799], [5.813915, 6.361206, -1.004182], [6.485460, 4.109724, -0.282028], [4.839320, -4.051525, -0.306928], [3.426923, -4.070883, -0.907148], [2.703756, -2.889309, -0.579858], [2.144545, -1.929661, -0.284784], [5.327381, -4.996184, -0.525427], [4.805247, -3.922774, 0.771086], [5.429491, -3.247495, -0.737746], [2.863618, -4.932127, -0.531851], [3.486354, -4.149918, -1.997226], [-4.503181, -2.164325, -3.861948], [-3.562755, -2.193086, -5.063378], [-2.619203, -3.387630, -4.991654], [-2.783184, -0.867641, -5.198532], [-2.105138, -0.520437, -3.981355], [-2.407718, 0.410089, -3.057127], [-1.542445, 0.303548, -2.077514], [-0.718316, -0.688312, -2.424803], [-1.046611, -1.178595, -3.546643], [-5.151760, -3.034806, -3.886825], [-5.134285, -1.280306, -3.876438], [-3.950025, -2.188876, -2.923200], [-4.159639, -2.274651, -5.975641], [-1.949645, -3.311663, -4.136909], [-2.021391, -3.458379, -5.896162], [-3.196023, -4.302997, -4.893208], [-3.464677, -0.054614, -5.447742], [-2.032586, -0.967069, -5.985377], [-3.198486, 1.127502, -3.117586]],
  "forces_ev_per_angstrom": [[-0.3, 0.2, 0.3], [0.0, 0.0, -0.1], [-0.2, -0.1, 0.0], [0.0, 0.0, 0.0], [0.0, 0.0, 0.1], [0.0, 0.0, 0.1], [0.0, -0.2, 0.1], [0.1, -0.1, -0.1], [0.4, 0.9, 0.0], [-0.2, -0.8, -0.2], [0.4, 0.8, -0.2], [0.1, 0.2, 0.0], [0.0, -0.9, -0.3], [-0.1, -0.2, 0.0], [0.2, 0.9, -0.1], [-0.3, -1.0, -0.2], [0.2, 0.2, 0.0], [0.0, 0.0, 0.0], [0.1, 0.0, 0.1], [0.0, 0.0, 0.0], [0.0, 0.1, 0.0], [-0.1, 0.1, 0.1], [0.0, 0.1, -0.1], [0.1, -0.1, 0.0], [0.1, 0.0, 0.1], [0.0, -0.1, 0.1], [0.1, 0.0, 0.1], [0.1, 0.1, 0.0], [0.0, 0.1, -0.1], [-0.1, 0.0, 0.0], [-0.1, 0.0, 0.0], [-0.2, 0.1, 0.0], [0.0, 0.0, 0.0], [0.0, -0.1, 0.1], [-0.1, 0.0, 0.0], [0.0, 0.0, 0.1], [0.0, 0.0, 0.0], [-0.1, 0.1, 0.0], [-0.1, 0.1, -0.1], [-0.1, 0.1, 0.0], [-0.1, 0.1, -0.1], [-0.1, 0.0, -0.1], [0.0, -0.1, -0.1], [0.1, -0.1, 0.0], [0.1, 0.0, 0.0], [0.1, 0.1, 0.1], [0.1, -0.1, 0.2], [-0.1, -0.1, 0.1], [-0.5, -0.1, -0.1], [-0.1, -0.2, 0.0], [0.9, 0.3, 0.0], [0.0, -0.3, 0.0], [-0.1, 0.0, -0.1], [0.0, -0.1, 0.1], [0.1, -0.1, 0.0], [-0.6, 0.1, -0.1], [0.4, 0.0, 0.2], [-0.2, 0.1, 0.0], [0.0, 0.1, -0.1], [0.1, 0.1, 0.0], [0.1, 0.0, 0.0], [0.0, 0.0, 0.0], [0.7, -1.0, -0.3], [-0.7, 1.1, 0.3], [0.1, -0.1, 0.0], [0.1, 0.0, 0.0], [0.0, 0.0, 0.1], [0.0, 0.0, 0.0], [0.0, 0.1, -0.1], [-0.1, 0.0, 0.1], [0.0, 0.0, -0.3], [0.1, 0.1, 0.2], [-0.2, 0.0, -0.1], [-0.5, -0.7, -0.9], [0.1, 1.0, 1.2], [0.1, -0.2, -0.1], [-0.3, 0.5, 0.4], [0.2, -0.1, 0.3], [0.5, -0.9, -0.8], [-0.1, -0.1, 0.1], [-0.2, 0.2, 0.1], [0.1, 0.0, 0.1], [0.0, 0.1, 0.0], [0.0, -0.1, 0.0], [0.1, -0.1, -0.1], [0.0, -0.1, 0.0], [0.1, 0.1, 0.1], [-0.1, 0.2, 0.1], [-0.3, 0.1, -0.1]],
  "lowdin_charge": [1.57, -0.02, -0.22, -0.03, -0.06, -0.03, -0.22, -0.02, -0.26, 0.04, -0.24, 0.02, -0.25, 0.02, 0.02, -0.25, -0.21, -0.02, -0.03, -0.05, -0.03, -0.22, -0.04, 0.09, 0.07, 0.09, 0.12, 0.12, 0.12, 0.09, 0.09, 0.06, 0.10, 0.11, 0.11, 0.10, 0.10, 0.11, 0.07, 0.10, 0.06, 0.12, 0.11, 0.12, 0.08, 0.09, 0.04, -0.05, -0.52, -0.40, -0.17, 0.01, -0.04, -0.03, -0.05, -0.43, 1.12, 0.13, 0.12, 0.12, 0.12, -0.07, -0.20, -0.18, 0.09, 0.09, 0.08, 0.08, 0.13, 0.14, -0.06, -0.39, -0.07, -0.10, -0.08, -0.09, -0.03, -0.14, 0.09, 0.09, 0.08, 0.06, 0.14, 0.06, 0.08, 0.09, 0.14, 0.14, 0.14],
  "fmax_ev_per_a": 1.5,
  "homo_ev": -13.36,
  "lumo_ev": -5.9,
  "charge": 2,
  "homo_lumo_gap_ev": 7.43
}

=====

[2]
{
  "formula": "C2H3IN2O",
  "method": "ωB97M-V/def2-TZVPD",
  "species": ["C", "C", "N", "N", "O", "I", "H", "H", "H"],
  "xyz": [[-1.917488, 0.204592, 0.017519], [-0.311229, 2.001137, -0.035528], [-1.242582, -0.928369, 0.084711], [0.485571, 1.102259, -0.126890], [-1.055012, 2.876409, 0.124933], [-4.031641, 0.017950, -0.108786], [-1.672896, -1.759447, 0.315215], [-0.255164, -0.779604, -0.013542], [1.314313, 0.895502, 0.308240]],
  "forces_ev_per_angstrom": [[0.0, -0.9, -0.5], [-0.2, 0.3, 1.2], [-1.2, 3.2, -0.2], [-0.9, -0.1, -1.7], [0.2, 0.4, -0.5], [0.1, -0.4, 0.3], [-0.7, -2.5, 0.2], [0.5, -0.3, 0.2], [2.1, 0.1, 1.1]],
  "lowdin_charge": [-0.64, -0.46, -0.02, 0.14, 0.15, 0.67, 0.05, 0.06, 0.06],
  "fmax_ev_per_a": 3.4,
  "homo_ev": -8.36,
  "lumo_ev": 0.6,
  "homo_lumo_gap_ev": 8.95
}

=====

[3]
{
  "formula": "C6H8N",
  "method": "ωB97M-V/def2-TZVPD",
  "species": ["C", "C", "C", "C", "C", "C", "N", "H", "H", "H", "H", "H", "H", "H", "H"],
  "xyz": [[-2.111611, -0.669126, 0.239417], [-1.597665, 0.701111, -0.296458], [-0.248782, 1.147042, -0.050807], [0.697127, 2.091248, 0.301868], [1.007967, 0.712394, 0.212748], [1.946193, -0.299854, 0.393433], [2.859372, -0.838321, -0.431432], [-1.541733, -1.586055, -0.047627], [-3.138248, -0.694733, -0.255549], [-2.342494, -0.525069, 1.241774], [-2.333110, 1.659302, 0.077608], [-1.921953, 0.738168, -1.367424], [2.158959, -0.620243, 1.442829], [2.950374, -0.377594, -1.394009], [3.615608, -1.438266, -0.066368]],
  "forces_ev_per_angstrom": [[-1.1, 0.8, -2.7], [-3.5, 2.1, -0.3], [0.4, -0.5, 0.3], [0.1, 0.9, -0.1], [0.1, -0.9, -0.7], [3.1, -1.4, 0.9], [-1.5, 2.5, -0.9], [-0.3, 1.0, 0.4], [1.3, -0.5, 0.6], [0.1, -0.5, 2.1], [2.0, -2.7, -0.6], [1.1, 0.1, 0.5], [-0.9, 0.1, -0.7], [0.0, -1.4, 1.7], [-0.7, 0.5, -0.4]],
  "lowdin_charge": [-0.07, -0.20, -0.16, 0.24, -0.14, 0.02, 0.19, 0.10, 0.11, 0.05, 0.21, 0.14, 0.18, 0.19, 0.16],
  "fmax_ev_per_a": 4.1,
  "homo_ev": -13.74,
  "lumo_ev": -5.5,
  "charge": 1,
  "smiles": "CCC1=C=C1C=[NH2+]",
  "homo_lumo_gap_ev": 8.23
}

=====

[4]
{
  "formula": "C37H36BNO5",
  "method": "ωB97M-V/def2-TZVPD",
  "species": ["C", "C", "C", "C", "C", "B", "C", "C", "C", "C", "C", "O", "C", "C", "C", "C", "C", "O", "C", "C", "C", "C", "C", "O", "O", "H", "H", "H", "H", "H", "H", "H", "H", "H", "H", "H", "H", "H", "H", "H", "H", "H", "H", "H", "H", "C", "O", "C", "C", "C", "C", "C", "C", "C", "C", "C", "C", "C", "C", "N", "C", "C", "C", "C", "H", "H", "H", "H", "H", "H", "H", "H", "H", "H", "H", "H", "H", "H", "H", "H"],
  "xyz": [[-0.992421, 6.205315, -4.821682], [-0.672742, 5.746124, -3.474747], [-0.671884, 6.367894, -2.248638], [-0.407115, 5.360368, -1.268368], [-0.306335, 4.176554, -1.938367], [-0.173666, 2.703247, -1.394172], [0.168444, 2.703964, 0.130566], [1.328748, 2.481019, 0.815493], [1.064185, 2.734616, 2.205910], [-0.264544, 3.099549, 2.279193], [-1.133493, 3.583944, 3.332233], [-0.821152, 3.045450, 1.026648], [-1.542739, 1.970002, -1.486510], [-2.692495, 2.170812, -2.207592], [-3.581272, 1.085041, -1.915152], [-2.917047, 0.296224, -0.992359], [-3.175303, -0.986856, -0.369273], [-1.701325, 0.858740, -0.698466], [0.930410, 2.299352, -2.426040], [1.048783, 1.211606, -3.246602], [2.326040, 1.308649, -3.895664], [2.890454, 2.486094, -3.451769], [4.183287, 3.120901, -3.610910], [2.022071, 3.108989, -2.597629], [-0.401213, 4.418350, -3.293115], [-1.110966, 7.293810, -4.784459], [-0.189063, 5.929771, -5.522205], [-1.933145, 5.746995, -5.163552], [-0.865346, 7.415401, -2.057665], [-0.336965, 5.487461, -0.194790], [2.274429, 2.185016, 0.368713], [1.770505, 2.660376, 3.028823], [-0.637237, 3.494093, 4.291467], [-1.388759, 4.637565, 3.181349], [-2.067619, 3.014300, 3.353925], [-2.858945, 2.997654, -2.883549], [-4.556096, 0.929918, -2.367849], [-4.190068, -1.323612, -0.573863], [-2.470463, -1.731741, -0.745806], [-3.018742, -0.908283, 0.710242], [0.312728, 0.416374, -3.338975], [2.769035, 0.580675, -4.568834], [4.786564, 2.541012, -4.297455], [4.078768, 4.136974, -4.001612], [4.704887, 3.177795, -2.653394], [-4.063120, -5.984963, -1.729990], [-2.656738, -6.115519, -2.048683], [-1.789958, -5.368118, -1.297969], [-2.184595, -4.652092, -0.132263], [-1.273624, -3.829567, 0.510456], [0.076146, -3.706836, 0.091137], [0.979196, -2.813846, 0.782607], [1.136882, -2.940040, 2.163865], [2.261065, -2.458114, 2.969118], [3.525833, -1.993828, 2.648414], [4.400409, -1.628731, 3.690146], [4.011435, -1.747697, 5.031276], [2.759897, -2.296837, 5.376512], [1.914909, -2.642755, 4.332230], [0.710278, -3.356234, 4.372022], [0.023373, -3.787548, 5.578261], [0.289397, -3.605772, 3.099031], [0.475132, -4.530331, -1.006025], [-0.411410, -5.375701, -1.640733], [-4.611814, -6.574593, -2.469960], [-4.266032, -6.375942, -0.724522], [-4.375014, -4.932992, -1.792312], [-3.209749, -4.726920, 0.257150], [-1.619040, -3.219083, 1.349858], [1.640108, -2.128918, 0.236492], [3.811114, -1.933895, 1.598633], [5.396145, -1.270007, 3.439588], [4.685256, -1.430488, 5.827134], [2.455226, -2.475923, 6.409370], [0.582058, -3.447416, 6.457234], [-0.995445, -3.367149, 5.618647], [-0.062256, -4.885244, 5.629504], [-0.624511, -4.144911, 2.896870], [1.515915, -4.466558, -1.313855], [-0.087649, -6.022933, -2.442744]],
  "forces_ev_per_angstrom": [[0.0, 0.1, -0.6], [0.3, 0.1, 2.1], [0.1, 0.0, -0.8], [-0.2, -0.1, -0.5], [-0.8, 1.7, 1.0], [0.0, 1.2, -0.7], [1.3, -0.1, 0.8], [-0.2, 0.0, 0.1], [-0.9, 0.2, 0.1], [1.6, -0.8, -1.3], [-0.7, 0.3, 0.7], [0.8, 0.2, 0.4], [-1.2, -0.2, -0.9], [0.5, -0.3, 0.3], [0.7, -0.5, 0.8], [-0.3, 1.9, -1.3], [-0.1, -0.7, 0.5], [-0.7, -0.7, -0.7], [0.5, -2.3, -0.3], [0.3, 0.1, 0.3], [0.4, 0.8, 0.2], [-1.7, -1.4, -0.1], [0.7, 0.6, -0.2], [0.5, -0.7, 0.1], [-0.7, 0.2, 0.2], [0.0, -0.2, -0.2], [-0.3, 0.2, 0.0], [0.2, 0.2, -0.1], [0.0, -0.1, -0.2], [-0.1, -0.1, -0.2], [-0.3, 0.2, 0.1], [-0.3, 0.1, -0.1], [0.0, 0.0, 0.2], [0.0, 0.0, 0.0], [0.0, 0.1, 0.1], [0.0, -0.1, 0.0], [0.2, -0.2, 0.3], [0.0, 0.0, 0.1], [0.0, -0.2, 0.0], [-0.1, -0.1, 0.1], [0.2, 0.2, 0.0], [0.0, 0.3, 0.1], [0.2, -0.1, -0.2], [0.1, 0.0, 0.0], [0.1, 0.1, 0.0], [0.3, 0.0, 0.0], [0.3, 0.7, 0.7], [-0.1, -0.2, 0.8], [-0.1, -0.3, -0.7], [0.5, 0.0, 0.2], [-1.5, -0.4, -0.9], [0.3, -1.2, 1.3], [0.6, 0.1, -0.6], [-0.3, 0.6, 0.8], [0.2, 0.3, 0.2], [-0.5, -0.2, -0.3], [-0.5, -0.2, 0.0], [0.3, 0.1, -0.2], [0.9, 0.0, -0.6], [-0.9, -0.6, -2.1], [-0.5, -0.3, 0.5], [0.3, 0.7, 1.6], [0.0, 0.9, 0.6], [-0.8, 0.2, 0.0], [0.3, 0.1, 0.2], [0.0, 0.0, -0.2], [0.1, -0.3, 0.0], [0.6, 0.2, -0.4], [0.0, -0.1, -0.5], [-0.1, -0.5, 0.1], [0.1, 0.2, 0.3], [-0.2, 0.0, 0.1], [-0.1, -0.1, -0.3], [0.3, 0.2, -0.3], [-0.2, -0.1, -0.3], [0.5, -0.1, -0.1], [0.2, 0.4, -0.2], [0.1, -0.1, 0.2], [-0.2, -0.2, -0.1], [0.0, 0.1, -0.1]],
  "lowdin_charge": [-0.04, -0.35, -0.04, -0.02, -0.16, -0.57, -0.15, -0.03, -0.04, -0.35, -0.04, 0.06, -0.14, -0.01, -0.03, -0.35, -0.05, 0.06, -0.16, -0.03, -0.04, -0.35, -0.04, 0.07, 0.06, 0.08, 0.08, 0.08, 0.09, 0.11, 0.10, 0.09, 0.08, 0.09, 0.08, 0.11, 0.10, 0.08, 0.06, 0.08, 0.10, 0.09, 0.08, 0.09, 0.08, -0.05, -0.07, -0.23, 0.00, -0.06, -0.20, 0.15, -0.10, -0.11, 0.01, -0.05, -0.06, 0.01, -0.16, -0.04, 0.01, 0.09, 0.00, 0.02, 0.10, 0.09, 0.10, 0.12, 0.11, 0.16, 0.12, 0.11, 0.11, 0.11, 0.09, 0.11, 0.11, 0.14, 0.12, 0.12],
  "fmax_ev_per_a": 2.4,
  "homo_ev": -5.54,
  "lumo_ev": -3.1,
  "homo_lumo_gap_ev": 2.39
}